{"formula": "C18H34NO9S2", "method": "ωB97M-V with the def2-TZVPD basis set", "lumo_ha": -0.1565, "homo_lumo_gap_ev": 8.5, "spin_multiplicity": 1, "charge": 1, "total_energy_ev": -60798.183, "homo_ev": -12.72, "fmax_ev_per_a": 0.58, "symbols": ["C", "C", "C", "O", "C", "O", "C", "O", "C", "C", "C", "N", "C", "C", "C", "C", "H", "H", "H", "H", "H", "H", "H", "H", "H", "H", "H", "H", "H", "H", "H", "H", "H", "H", "O", "S", "O", "O", "C", "C", "C", "H", "H", "H", "H", "H", "H", "H", "H", "O", "S", "O", "O", "C", "C", "C", "H", "H", "H", "H", "H", "H", "H", "H"], "positions_angstrom": [[2.544, -1.201, 0.992], [2.625, 0.311, 1.135], [3.159, 1.019, -0.096], [2.467, 0.708, -1.311], [1.143, 1.014, -1.334], [0.402, -0.247, -1.345], [-0.908, -0.173, -1.641], [-1.379, 0.099, -2.705], [-1.755, -0.564, -0.457], [-1.739, -1.895, -0.050], [-2.492, -2.270, 1.023], [-3.218, -1.342, 1.662], [-3.252, -0.054, 1.292], [-2.520, 0.393, 0.218], [-2.551, 1.834, -0.196], [-2.616, 2.838, 0.963], [3.525, -1.631, 0.803], [2.164, -1.642, 1.913], [1.875, -1.500, 0.190], [3.314, 0.552, 1.946], [1.662, 0.725, 1.445], [3.183, 2.100, 0.050], [4.184, 0.701, -0.268], [0.837, 1.580, -0.451], [0.881, 1.563, -2.239], [-1.141, -2.630, -0.565], [-2.528, -3.277, 1.403], [-3.764, -1.625, 2.465], [-3.863, 0.613, 1.879], [-1.650, 2.029, -0.774], [-3.384, 1.995, -0.879], [-2.038, 3.716, 0.696], [-2.179, 2.439, 1.878], [-3.646, 3.118, 1.165], [-1.362, 5.931, -2.103], [-2.581, 5.655, -2.804], [-3.393, 4.560, -2.355], [-2.264, 5.482, -4.343], [-1.198, 4.572, -4.717], [-1.613, 3.118, -4.637], [-3.561, 7.106, -2.924], [-0.324, 4.782, -4.100], [-0.959, 4.852, -5.740], [-1.789, 2.807, -3.608], [-0.825, 2.492, -5.055], [-2.531, 2.949, -5.198], [-2.937, 7.918, -3.287], [-3.927, 7.322, -1.923], [-4.390, 6.912, -3.598], [2.010, -3.974, 3.441], [2.617, -5.124, 4.050], [3.870, -4.975, 4.716], [2.715, -6.274, 2.964], [3.344, -5.951, 1.698], [4.854, -5.904, 1.790], [1.475, -5.918, 5.124], [2.930, -5.011, 1.329], [3.019, -6.746, 1.030], [5.192, -5.070, 2.402], [5.274, -5.793, 0.790], [5.238, -6.822, 2.233], [0.533, -6.056, 4.600], [1.347, -5.265, 5.983], [1.896, -6.871, 5.433]], "mulliken_charge": [-1.0151, -0.3607, -0.5455, -0.4420, -0.4544, -0.2565, -0.3670, -0.4733, 0.7654, -0.4142, -0.6302, 0.0206, -0.6130, 0.7200, 0.2598, -1.6853, 0.3814, 0.3076, 0.2610, 0.4350, 0.2088, 0.3196, 0.4337, 0.3398, 0.3800, 0.5670, 0.4530, 0.2847, 0.5072, -0.0832, 0.4425, 0.3932, 0.4934, 0.3504, -0.6922, 1.3032, -0.5577, -0.2911, -0.4456, -0.4919, -1.0340, 0.3350, 0.2817, -0.1352, 0.3913, 0.3077, 0.3438, 0.3741, 0.3358, -0.5789, 1.1558, -0.6034, -0.2665, -0.1973, -1.0435, -0.9781, 0.2122, 0.2693, 0.3099, 0.3888, 0.2999, 0.3044, 0.3723, 0.3463]}